Entry 1:
Molecular formula: C4H8O2
Method: DFT, ωB97M-V with the def2-TZVPD basis set

Summary:
Strongest force on any atom: 0.6 eV Å⁻¹
Total charge: 0
Electronic energy: -307.6510 a.u.
Spin multiplicity: 1
ΔE to the lowest compared entry with this formula, charge and spin: 161.2 kJ/mol
E_HOMO: -10.23 eV
SMILES: C=CC(C)=O.O
LUMO energy: 0.02338 hartree

The geometry in XYZ format:
```
14
Properties=species:S:1:pos:R:3:nbo_charge:R:1
O 1.873 1.771 -0.198 -0.95
O -0.662 1.069 -1.189 -0.55
H 1.953 -1.796 0.262 0.21
H 2.104 0.848 -0.371 0.47
H -1.862 -0.232 1.501 0.23
C -0.722 0.335 -0.223 0.58
H 1.008 -1.414 -1.297 0.21
H -2.830 0.552 0.200 0.24
C -2.001 -0.119 0.420 -0.72
H -2.192 -1.122 0.018 0.25
C 1.159 -1.248 -0.232 -0.40
H 0.628 -0.062 1.457 0.23
H 1.104 1.871 -0.782 0.48
C 0.452 -0.328 0.417 -0.28
```

***

Entry 2:
Molecular formula: C4H8O2
Method: DFT, ωB97M-V with the def2-TZVPD basis set

Summary:
Strongest force on any atom: 0.7 eV Å⁻¹
Total charge: 0
Electronic energy: -307.6149 a.u.
Spin multiplicity: 1
ΔE to the lowest compared entry with this formula, charge and spin: 256.1 kJ/mol
E_HOMO: -9.94 eV
LUMO energy: 0.03632 hartree

The geometry in XYZ format:
```
14
Properties=species:S:1:pos:R:3:nbo_charge:R:1
H 0.237 -0.837 1.348 0.17
H 0.372 0.258 -1.508 0.21
O 0.443 1.130 0.795 -0.52
C 0.891 -0.259 -0.690 -0.44
C 1.673 0.748 0.119 -0.06
H 2.356 0.236 0.813 0.16
H -1.863 -1.330 0.690 0.15
H 2.174 1.569 -0.394 0.19
H 1.269 -1.228 -1.013 0.21
H -2.365 1.042 0.542 0.47
O -2.349 0.491 -0.247 -0.70
C -1.466 -0.562 0.013 -0.07
C -0.051 -0.204 0.490 0.07
H -1.321 -1.054 -0.957 0.17
```

***

Entry 3:
Molecular formula: C4H8O2
Method: DFT, ωB97M-V with the def2-TZVPD basis set

Summary:
Strongest force on any atom: 3.0 eV Å⁻¹
Total charge: 0
Electronic energy: -307.6236 a.u.
Spin multiplicity: 1
ΔE to the lowest compared entry with this formula, charge and spin: 233.1 kJ/mol
E_HOMO: -10.00 eV
SMILES: O[C@H]1CCOC1
LUMO energy: 0.03069 hartree

The geometry in XYZ format:
```
14
Properties=species:S:1:pos:R:3:nbo_charge:R:1
O 0.548 0.484 -2.013 -0.69
H -1.941 1.290 -0.384 0.20
H -0.332 -1.631 1.652 0.19
O -1.189 0.161 1.147 -0.53
H 1.235 -0.238 -2.035 0.46
C -0.182 0.065 -0.884 0.07
C -0.967 1.008 0.021 -0.08
H 1.656 0.214 0.229 0.21
H 0.508 -0.189 2.255 0.18
C -0.004 -0.627 1.381 -0.07
H -0.404 1.913 0.296 0.17
H -0.896 -0.739 -1.136 0.15
C 0.849 -0.503 0.053 -0.45
H 1.397 -1.228 -0.712 0.19
```

***

Entry 4:
Molecular formula: C4H8O2
Method: DFT, ωB97M-V with the def2-TZVPD basis set

Summary:
Strongest force on any atom: 0.8 eV Å⁻¹
Total charge: 0
Electronic energy: -307.5418 a.u.
Spin multiplicity: 1
ΔE to the lowest compared entry with this formula, charge and spin: 448.0 kJ/mol
E_HOMO: -8.89 eV
LUMO energy: 0.01817 hartree

The geometry in XYZ format:
```
14
Properties=species:S:1:pos:R:3:nbo_charge:R:1
H 0.304 0.319 -1.755 0.22
H 0.903 -1.204 -1.087 0.22
O 0.522 1.233 1.032 -0.46
H -2.056 0.801 0.512 0.49
H -1.374 -1.194 -1.303 0.19
C 0.421 -0.252 -0.834 -0.47
H 0.300 -0.564 1.743 0.05
H -1.187 -1.264 0.431 0.18
C -1.068 -0.601 -0.442 -0.08
O -1.999 0.459 -0.393 -0.72
C -0.167 0.462 1.813 0.09
C 1.372 0.550 0.085 -0.09
H 2.087 -0.059 0.657 0.19
H 1.942 1.315 -0.459 0.20
```